[1]
Density functional theory data (ωB97M-V/def2-TZVPD) for C5H8O in the gas phase.

Structure (XYZ):
```
14
Properties=species:S:1:pos:R:3:forces:R:3
O -0.463 -0.448 1.932 -0.0934 -0.2119 -0.1599
C 0.536 0.309 -0.254 -0.5402 0.3259 0.9112
C -0.683 0.146 0.902 2.1091 0.2576 0.0046
C -1.867 0.570 0.320 -0.3905 -0.4222 -0.7417
C 1.797 -0.376 0.219 0.0731 -0.0627 -0.1030
C -0.384 -0.377 -1.122 -0.9663 -0.0264 0.3775
H 1.624 -1.439 0.408 -0.0137 0.1508 -0.0202
H 0.665 1.366 -0.496 0.0251 -0.1632 0.0025
H 2.580 -0.277 -0.538 0.0016 -0.0526 0.0901
H -2.766 0.427 0.890 -0.4754 -0.2826 0.0940
H -0.408 -1.464 -1.105 -0.0768 0.1327 0.1048
H -1.904 1.400 -0.349 0.3456 0.3618 -0.3636
H 2.151 0.071 1.151 -0.0900 -0.0272 -0.1005
H -0.878 0.090 -1.958 0.0917 0.0200 -0.0957
```
Positions in Å, forces in eV/Å.

Summary:
Total energy ... -7359.157 eV
Orbital gap (alpha / beta) ... 8.68 / 8.67 eV

Atom charges from the natural (NBO) analysis, given in e for atoms 1 to 5: -0.60 -0.38 0.51 -0.48 -0.60

---

[2]
Density functional theory data (ωB97M-V/def2-TZVPD) for C5H8O in the gas phase.

Structure (XYZ):
```
14
Properties=species:S:1:pos:R:3:forces:R:3
O 0.772 -0.258 -1.391 -0.3376 -0.2729 0.1143
C -0.597 -0.480 -0.945 0.3218 0.0336 -0.0635
C 0.714 1.125 -0.921 -0.2527 0.0820 -0.0482
C -0.661 0.884 -0.334 -0.3667 0.1628 -0.0004
C 0.461 -0.907 1.345 0.3185 0.1585 0.2211
C -0.674 -0.367 0.524 -0.1048 -0.2640 0.3636
H -1.678 -0.554 0.907 0.1814 -0.0218 -0.0967
H 0.275 -1.920 1.736 -0.1655 0.3867 -0.2273
H -1.331 -1.088 -1.451 0.3815 0.1353 -0.7561
H 1.500 1.466 -0.213 -0.2040 -0.6303 -0.4357
H 0.667 -0.252 2.187 0.1640 -0.0085 0.2159
H 1.348 -0.961 0.708 -0.0132 0.0124 0.2404
H 0.712 1.778 -1.800 -0.0339 0.0013 0.2123
H -1.516 1.539 -0.405 0.1113 0.2248 0.2604
```
Positions in Å, forces in eV/Å.

Summary:
SMILES string ... C[C@H]1[C@H]2CO[C@@H]12
Total energy ... -7359.696 eV
Orbital gap ... 10.37 eV

Atom charges from the natural (NBO) analysis, given in e for atoms 1 to 5: -0.52 0.08 -0.07 -0.28 -0.62

---

[3]
Density functional theory data (ωB97M-V/def2-TZVPD) for a molecular structure, C5H8O.

Structure (XYZ):
```
14
Properties=species:S:1:pos:R:3:forces:R:3
O 3.152 -0.038 -0.290 -0.4151 0.1802 0.5170
C -0.324 0.605 0.223 0.3230 -0.3006 -0.7979
C -1.665 0.883 -0.511 -0.7179 0.7736 0.4019
C 0.407 -1.390 0.234 1.1757 -1.6872 0.4380
C 0.493 -0.313 -0.691 0.8925 -0.6936 3.4442
C -0.264 -0.654 1.134 -0.7159 0.8505 -0.7801
H -2.415 0.168 -0.052 0.5260 0.8930 -1.0765
H 0.743 -2.469 0.429 -0.3718 1.7520 -1.1447
H -0.787 -1.038 1.955 -0.6685 0.1693 1.4879
H 0.214 1.507 0.588 -0.4532 -0.5928 -0.2615
H 0.728 -0.269 -1.669 0.7941 0.3108 -3.1078
H 3.315 0.243 0.646 -0.4274 -0.2648 -0.8252
H -1.597 0.826 -1.649 -0.0109 -0.4501 1.5476
H -2.001 1.939 -0.346 0.0696 -0.9403 0.1569
```
Positions in Å, forces in eV/Å.

Summary:
Total energy ... -7356.041 eV
Orbital gap (alpha / beta) ... 6.34 / 10.37 eV

Atom charges from the natural (NBO) analysis, given in e for atoms 1 to 5: -0.63 -0.30 -0.63 -0.25 0.01

---

[4]
Density functional theory data (ωB97M-V/def2-TZVPD) for C5H8O in the gas phase.

Structure (XYZ):
```
14
Properties=species:S:1:pos:R:3:forces:R:3
O -0.357 1.482 0.080 -0.0814 -0.0218 0.0136
C 0.405 0.732 0.992 0.0213 -0.1060 0.2158
C -0.304 -0.521 -1.381 0.7870 -0.0610 0.9459
C -0.250 0.976 -1.250 0.1717 -0.0720 -0.3027
C -0.357 -1.251 -0.234 -0.5004 -0.0134 0.5719
C -0.178 -0.679 1.126 -0.3151 0.0955 0.2798
H 0.681 1.326 -1.721 -0.0126 0.0666 0.0941
H 0.493 -1.325 1.708 -0.2272 0.0872 -0.0505
H 0.371 1.255 1.951 -0.0004 -0.0294 -0.1352
H 0.645 -1.155 -1.413 -0.1156 0.1323 -2.3286
H -0.390 -2.338 -0.354 0.4085 0.1508 0.2115
H 1.462 0.690 0.669 -0.2276 -0.0926 0.0286
H -1.075 1.455 -1.793 0.1694 -0.2705 0.0613
H -1.147 -0.648 1.620 -0.0777 0.1342 0.3945
```
Positions in Å, forces in eV/Å.

Summary:
SMILES string ... C1=CCOCC1
Total energy ... -7358.811 eV
Orbital gap ... 9.51 eV

Atom charges from the natural (NBO) analysis, given in e for atoms 1 to 5: -0.53 -0.06 -0.37 -0.13 -0.09

---

[5]
Density functional theory data (ωB97M-V/def2-TZVPD) for C5H8O in the gas phase.

Structure (XYZ):
```
14
Properties=species:S:1:pos:R:3:forces:R:3
O -2.011 -0.049 -0.940 0.0593 0.3056 0.1477
C -0.649 -0.660 0.812 -0.3953 0.1848 0.1589
C 1.156 -0.482 -0.944 0.1798 0.0167 0.0637
C 0.605 0.029 0.346 -0.2162 0.4658 -0.3193
C -1.634 0.352 0.267 -0.3636 -0.3693 -0.0772
C 1.038 1.125 0.954 0.1597 0.0469 0.1157
H 0.381 -0.586 -1.729 0.3178 -0.2222 0.5464
H -0.739 -1.678 0.413 -0.0538 0.1683 -0.0076
H 1.872 1.685 0.552 0.0386 0.0439 0.0371
H 1.929 0.183 -1.341 0.0288 -0.2098 0.1388
H 0.579 1.481 1.869 0.0404 -0.0101 -0.0474
H -2.573 0.654 -1.305 0.1016 -0.2312 0.0545
H 1.584 -1.448 -0.649 0.0482 -0.0872 -0.7956
H -0.726 -0.650 1.898 0.0547 -0.1023 -0.0156
```
Positions in Å, forces in eV/Å.

Summary:
Total energy ... -7358.982 eV
Orbital gap ... 9.41 eV

Atom charges from the natural (NBO) analysis, given in e for atoms 1 to 5: -0.68 -0.59 -0.65 0.02 0.27

---

[6]
Density functional theory data (ωB97M-V/def2-TZVPD) for 2 unconnected molecules or ions with the total composition C5H8O.

Structure (XYZ):
```
14
Properties=species:S:1:pos:R:3:forces:R:3
O 2.431 1.740 1.678 -0.0525 -0.4679 -0.1724
C -1.724 0.310 -0.379 -0.1655 0.1236 0.0213
C -0.744 -0.227 -1.468 0.0055 0.0092 -0.2038
C 2.337 0.609 1.278 0.0457 0.2577 0.1043
C -0.867 -0.450 0.609 0.0800 -0.0895 0.0205
C -0.043 -0.930 -0.327 0.0162 -0.0470 0.1274
H 0.814 -1.599 -0.303 -0.1096 0.0937 0.0239
H -1.198 -0.877 -2.223 0.0476 0.0787 0.0890
H -2.751 -0.060 -0.475 0.1207 0.0529 -0.0002
H -0.931 -0.566 1.688 0.0288 -0.0015 -0.1562
H 2.615 0.321 0.245 -0.0184 0.1025 0.0920
H -1.752 1.398 -0.270 0.0356 -0.1355 0.0099
H -0.162 0.550 -1.974 -0.0645 -0.1081 0.0596
H 1.975 -0.219 1.920 0.0304 0.1313 -0.0152
```
Positions in Å, forces in eV/Å.

Summary:
SMILES string ... C1=CCC1.C=O
Total energy ... -7359.547 eV
Orbital gap ... 10.60 eV

Atom charges from the natural (NBO) analysis, given in e for atoms 1 to 5: -0.50 -0.42 -0.42 0.28 -0.18

---

[7]
Density functional theory data (ωB97M-V/def2-TZVPD) for C5H8O in the gas phase.

Structure (XYZ):
```
14
Properties=species:S:1:pos:R:3:forces:R:3
O -1.045 -2.406 -0.629 -0.0083 0.3319 0.3718
C -0.745 -0.126 0.082 -0.1184 -0.0901 -0.0610
C 1.080 1.013 -0.202 0.1510 0.1110 -0.0300
C 0.373 0.395 1.028 0.0324 -0.0122 0.2016
C 0.116 0.249 -1.139 -0.0104 -0.0103 -0.1844
C -1.113 -1.575 0.245 0.0109 -0.1304 -0.2069
H 0.955 2.098 -0.255 0.0037 -0.1577 0.0120
H -0.376 0.836 -1.920 0.0799 -0.1031 0.1200
H -1.662 0.469 0.173 0.1074 -0.0962 0.0103
H 0.058 1.089 1.811 0.0529 -0.1138 -0.1061
H 0.558 -0.639 -1.597 -0.0532 0.1263 0.0620
H 2.144 0.782 -0.309 -0.1642 0.0507 0.0140
H 0.947 -0.413 1.495 -0.0890 0.0968 -0.0955
H -1.448 -1.858 1.269 0.0052 -0.0029 -0.1077
```
Positions in Å, forces in eV/Å.

Summary:
SMILES string ... O=CC1CCC1
Total energy ... -7361.084 eV
Orbital gap ... 10.82 eV

Atom charges from the natural (NBO) analysis, given in e for atoms 1 to 5: -0.52 -0.33 -0.40 -0.39 -0.40

---

[8]
Density functional theory data (ωB97M-V/def2-TZVPD) for C5H8O in the gas phase.

Structure (XYZ):
```
14
Properties=species:S:1:pos:R:3:forces:R:3
O 2.851 -0.671 -0.524 -0.0774 0.1335 0.1046
C -0.147 -1.063 -0.422 0.0221 -0.0156 -0.0981
C 2.093 0.091 0.076 0.0432 -0.1430 -0.0223
C 0.888 -0.518 0.498 0.0817 -0.3393 0.0005
C -1.393 -0.244 -0.045 -0.0508 -0.0039 0.0503
C -0.855 1.148 0.278 0.1012 0.0104 0.1100
H 0.121 -0.928 -1.476 -0.0438 0.0079 0.0019
H -0.303 -2.127 -0.230 0.0382 0.0656 -0.0077
H -2.146 -0.249 -0.837 0.1189 0.0197 0.0757
H -1.530 1.779 0.855 -0.0865 0.0508 -0.1407
H 2.399 1.093 0.431 -0.1053 -0.0556 -0.1208
H 0.001 0.950 0.979 -0.0955 0.3716 -0.0830
H -1.850 -0.661 0.856 0.0809 -0.0245 -0.0976
H -0.499 1.680 -0.611 -0.0268 -0.0776 0.2271
```
Positions in Å, forces in eV/Å.

Summary:
Total energy ... -7358.002 eV
Orbital gap ... 8.26 eV

Atom charges from the natural (NBO) analysis, given in e for atoms 1 to 5: -0.55 -0.54 0.21 0.16 -0.38